No. 1
# C17H29GdN2S

A structure of composition C17H29GdN2S (ωB97M-V/def2-TZVPD, the Open Molecules 2025 dataset).

The geometry in XYZ format:
```
50
Properties=species:S:1:pos:R:3:forces:R:3:lowdin_spin:R:1
C 1.062 2.045 -1.730 0.236 0.104 0.133 0.0309
H 2.017 2.546 -1.396 -0.087 0.327 -0.236 0.0250
H 1.163 1.945 -2.815 0.131 -0.002 0.148 -0.0002
H 3.203 0.097 1.310 -0.343 0.564 1.489 0.0870
C -0.104 2.964 -1.385 0.115 0.016 -0.273 0.0033
H -1.077 2.476 -1.573 0.380 0.063 -0.060 0.0004
H -0.106 3.200 -0.304 -0.027 0.070 -0.126 0.0037
C 0.032 4.247 -2.208 -0.309 0.173 0.311 -0.0006
H -0.865 4.862 -2.116 0.123 0.125 -0.092 -0.0003
H 0.897 4.820 -1.861 -0.130 0.004 -0.096 0.0005
H 0.197 4.005 -3.264 -0.135 0.050 0.188 0.0002
C -0.897 -1.563 -0.118 -1.584 1.090 -0.868 0.1429
C -1.526 -0.745 -1.082 -0.138 -0.848 1.701 0.0490
C -0.607 -0.477 -2.117 0.743 -0.101 -0.686 0.2755
C 0.626 -1.136 -1.802 0.192 -1.218 1.644 0.0692
C 0.444 -1.816 -0.540 0.924 0.075 -2.879 0.2171
C 1.330 -2.887 -0.008 0.315 -0.174 0.391 0.0399
C 1.820 -1.262 -2.689 0.146 -0.106 -0.510 0.0143
C -0.908 0.191 -3.406 -0.355 0.254 -0.155 0.0435
C -2.968 -0.390 -1.117 -0.417 0.247 0.070 0.0000
C -1.568 -2.272 0.995 -0.386 0.033 0.546 0.0224
Gd 1.788 0.516 -0.258 -1.207 0.097 -1.615 5.7245
H 2.755 -1.450 -2.123 -0.256 0.050 -0.295 0.0105
H 1.679 -2.125 -3.365 0.288 0.287 0.224 0.0006
H 1.958 -0.376 -3.334 0.016 -0.294 0.276 0.0007
H 2.347 -2.836 -0.425 -0.268 -0.049 0.113 0.0028
H 1.410 -2.844 1.090 -0.079 -0.225 -0.388 0.0069
H 0.927 -3.883 -0.276 0.136 0.388 0.081 0.0161
H -2.554 -1.837 1.202 0.277 -0.171 -0.033 0.0005
H -1.727 -3.342 0.766 0.148 0.379 0.043 0.0090
H -0.976 -2.215 1.919 -0.102 -0.143 -0.121 0.0044
H -3.131 0.540 -1.674 -0.065 -0.177 0.180 -0.0001
H -3.571 -1.172 -1.606 0.211 0.205 0.133 0.0006
H -3.365 -0.253 -0.105 -0.018 0.003 -0.224 0.0004
H -0.138 0.919 -3.682 -0.115 -0.280 -0.009 0.0096
H -0.970 -0.532 -4.238 0.008 0.109 0.340 0.0180
H -1.863 0.731 -3.359 0.271 -0.236 -0.095 0.0010
C 0.676 -1.688 4.492 -0.002 -0.548 0.328 0.0032
N 0.326 -0.378 3.942 0.225 -0.056 -0.594 0.0032
C -0.776 0.394 4.297 0.328 -0.092 -0.116 0.0019
C -0.776 1.497 3.521 0.488 -0.208 -0.390 0.0011
N 0.322 1.376 2.666 0.677 -0.564 0.119 0.0158
C 0.996 0.216 2.943 -1.051 1.769 0.142 0.0164
S 2.429 -0.558 2.325 1.179 -1.463 0.826 0.1141
H 0.445 -2.493 3.777 -0.022 0.377 0.207 0.0008
H 1.747 -1.733 4.727 -0.302 0.146 0.031 0.0009
H 0.096 -1.842 5.408 0.191 0.039 -0.250 0.0001
H -1.438 0.083 5.084 -0.036 0.008 0.019 0.0001
H -1.434 2.346 3.487 -0.012 0.031 -0.005 0.0000
H 0.653 2.094 2.022 -0.301 -0.127 0.433 0.0132
```
Forces are in eV/Å.

<S²>: 16.80
Charge: +2
Calculated total energy in hartree: -1937.67262
Energy relative to the best compared isomer or geometry (same formula, charge and spin) in kJ/mol: 361.1
Multiplicity: 8

---

No. 2
# C22H25NO2

An isolated molecule of C22H25NO2 (ωB97M-V/def2-TZVPD, the Open Molecules 2025 dataset).

The geometry in XYZ format:
```
50
Properties=species:S:1:pos:R:3:forces:R:3:nbo_charge:R:1
C -2.291 2.446 3.563 -0.345 -1.144 -1.222 -0.4032
N -1.853 1.101 3.174 -0.604 -1.043 -0.541 -0.4610
C -2.273 0.041 4.113 0.523 1.234 -0.024 -0.4049
C -0.488 0.997 2.575 -1.581 0.901 1.083 -0.2194
C -0.521 1.535 1.155 -0.783 -0.371 -1.299 -0.3250
C 0.762 2.213 0.765 -0.100 1.266 2.106 0.7927
O 1.144 3.190 1.364 0.395 -0.267 -0.784 -0.5797
O 1.446 1.591 -0.179 -0.244 -0.120 -1.079 -0.4880
C 0.703 0.445 -0.670 -0.279 -1.230 0.295 0.3031
C 0.545 0.472 -2.204 1.368 0.002 -0.227 -0.4508
C 1.865 0.415 -2.979 1.440 -0.330 -0.803 -0.0474
C 2.307 -0.743 -3.699 -0.898 0.602 0.505 -0.1578
C 3.450 -0.781 -4.486 0.210 1.224 0.004 -0.2387
C 4.222 0.404 -4.572 -0.049 -0.548 -0.688 -0.2110
C 3.863 1.539 -3.861 -0.414 0.422 0.621 -0.2198
C 2.721 1.534 -3.043 -1.049 -0.253 0.479 -0.1953
C 1.494 -0.780 -0.154 -0.358 -0.420 -0.002 -0.4374
C 0.773 -2.106 -0.385 0.089 0.201 -0.366 -0.4186
C -0.682 -2.038 0.027 0.080 -0.456 -0.399 -0.0436
C -1.329 -3.260 0.240 -0.686 0.277 0.145 -0.2100
C -2.657 -3.257 0.659 -0.035 0.118 0.385 -0.2017
C -3.357 -2.050 0.879 0.342 -1.299 -0.040 -0.2216
C -2.710 -0.872 0.636 0.085 0.760 0.015 -0.2121
C -1.386 -0.847 0.205 1.168 0.414 0.283 0.0503
C -0.707 0.513 -0.016 -0.245 0.082 -0.001 -0.2723
H -3.295 2.394 4.014 0.321 -0.010 -0.365 0.2012
H -1.639 2.892 4.270 0.842 0.688 0.875 0.1715
H -2.319 3.058 2.647 -0.111 0.100 0.515 0.1931
H -1.677 0.136 5.016 0.122 -0.340 0.596 0.1631
H -2.169 -0.961 3.724 0.261 -0.210 -0.450 0.2046
H -3.323 0.155 4.407 0.175 0.208 -0.255 0.1977
H 0.229 1.516 3.209 0.254 0.532 -0.076 0.1963
H -0.140 -0.011 2.580 -0.164 -1.035 -0.060 0.2068
H -1.315 2.305 1.032 0.588 -0.499 0.474 0.2451
H -0.062 -0.364 -2.532 -0.199 -0.329 0.257 0.2308
H -0.012 1.358 -2.510 0.091 0.181 0.183 0.2282
H 1.662 -1.608 -3.682 -0.117 -0.261 0.028 0.1905
H 3.696 -1.653 -5.110 -0.118 0.435 0.526 0.2198
H 5.050 0.446 -5.296 -0.292 -0.032 0.573 0.2147
H 4.419 2.484 -3.921 -0.042 -0.627 -0.109 0.2204
H 2.388 2.386 -2.413 0.669 -0.324 -0.773 0.2250
H 1.678 -0.717 0.924 -0.116 0.492 -0.077 0.2126
H 2.462 -0.828 -0.633 0.348 0.234 -0.147 0.2335
H 1.247 -2.915 0.183 0.045 0.279 0.113 0.2230
H 0.930 -2.433 -1.431 -0.515 0.242 0.212 0.2131
H -0.758 -4.184 0.084 -0.408 0.298 0.156 0.2131
H -3.151 -4.183 0.924 0.019 -0.101 -0.214 0.2112
H -4.370 -2.084 1.279 0.200 0.082 -0.183 0.2179
H -3.197 0.076 0.836 -0.052 -0.023 -0.044 0.2220
H -1.374 1.034 -0.710 0.173 -0.004 -0.202 0.2183
```
Forces are in eV/Å.

Calculated total energy in hartree: -1058.56335
Structure (SMILES): CN(C)C[C@H]1C(=O)O[C@@]2(Cc3ccccc3)CCc3ccccc3[C@@H]12
Energy relative to the best compared isomer or geometry (same formula, charge and spin) in kJ/mol: 19.9

---

No. 3
# C34H33AsF5N2NbO8S4

A structure of composition C34H33AsF5N2NbO8S4 (ωB97M-V/def2-TZVPD, the Open Molecules 2025 dataset).

The geometry in XYZ format:
```
88
Properties=species:S:1:pos:R:3:forces:R:3:mulliken_charge:R:1
Nb 0.012 -0.987 -0.317 -0.312 -1.437 -2.186 1.0327
F -4.050 -0.246 6.123 0.966 0.017 -1.960 -0.2617
C -3.564 -0.265 4.847 -1.090 0.783 0.032 0.4485
C -2.836 -1.335 4.335 -0.149 -0.807 1.918 0.0033
F -2.436 -2.355 5.145 -0.430 1.013 -0.664 -0.3390
C -2.511 -1.405 3.016 1.755 0.176 -1.251 0.0828
F -1.678 -2.427 2.703 -0.268 0.067 -0.397 -0.2700
C -2.719 -0.374 2.074 -0.586 -0.570 0.246 0.6272
S -2.272 -0.274 0.371 0.703 -0.604 -0.383 -0.2704
C -3.567 0.607 2.539 -0.174 2.043 1.723 0.0687
F -3.991 1.670 1.821 0.454 -0.982 -0.316 -0.2583
C -3.909 0.732 3.906 -1.628 -0.674 0.526 0.2159
F -4.862 1.653 4.229 1.471 -0.817 -0.161 -0.2852
O 1.975 -1.054 -0.881 -0.503 -1.046 -0.244 0.4900
S 3.229 -1.613 -1.754 -2.001 2.758 0.778 0.2735
C 4.400 -1.650 -0.404 -0.103 -0.218 0.658 -1.1233
C 4.241 -0.556 0.662 0.804 0.170 0.714 -0.4885
C 4.037 -0.990 2.163 0.583 -0.572 -1.362 -1.0138
C 3.095 -2.150 2.456 -0.255 1.496 -1.339 -0.7504
S 1.337 -1.622 2.832 -0.269 -0.362 -0.481 0.0569
O 0.620 -0.981 1.535 1.473 -0.064 1.198 0.5383
C 1.489 -0.276 3.989 -1.156 0.285 0.165 0.5357
C 1.569 -0.747 5.320 -0.447 0.687 -0.270 -0.5492
C 1.282 0.169 6.337 0.505 0.399 -0.761 -0.6401
C 0.900 1.483 6.020 0.010 -0.938 -0.205 -0.4624
C 0.761 1.913 4.687 -0.193 -0.949 -0.018 -0.7952
C 1.039 1.023 3.630 0.863 -0.646 0.750 -0.0482
C 3.430 0.041 -2.590 1.556 -1.755 -0.200 0.7435
C 2.348 0.351 -3.392 -0.430 -0.474 0.589 -0.3073
C 2.470 1.384 -4.294 -0.135 0.047 -0.599 -0.6408
C 3.697 2.033 -4.406 -0.205 -0.115 -0.871 -0.5662
C 4.761 1.747 -3.581 0.884 -0.132 0.995 -0.6845
C 4.669 0.652 -2.689 0.262 1.120 0.441 -0.4202
H 5.373 -1.544 -0.839 0.614 -0.393 -0.456 0.7163
H 4.289 -2.678 -0.015 0.199 0.366 -0.218 0.5792
H 3.491 0.175 0.366 -0.070 -0.094 0.019 0.2689
H 5.210 -0.026 0.686 -0.547 0.019 -0.113 0.5061
H 3.575 -0.164 2.624 -0.035 1.399 0.819 0.3559
H 5.029 -1.141 2.645 -0.774 -0.115 -0.324 0.5223
H 3.477 -2.650 3.322 -0.537 -0.658 0.716 0.5663
H 2.979 -2.816 1.610 -0.091 -0.509 0.064 0.5504
H 1.733 -1.806 5.529 0.100 0.314 0.023 0.4213
H 1.355 -0.067 7.390 -0.024 -0.388 -0.125 0.4436
H 0.655 2.050 6.911 -0.108 0.629 -0.529 0.4017
H 0.288 2.855 4.467 0.300 0.343 -0.009 0.4476
H 0.993 1.275 2.558 -0.321 0.072 0.757 0.3787
H 1.485 -0.291 -3.236 -0.275 0.471 -0.605 0.2661
H 1.672 1.646 -5.002 0.265 -0.295 0.457 0.4937
H 3.857 2.645 -5.289 -0.104 0.512 0.458 0.4215
H 5.657 2.408 -3.595 -0.606 -0.946 -0.172 0.3774
H 5.507 0.399 -2.012 -0.523 0.114 -0.660 0.2604
O -1.950 -4.873 0.273 1.368 0.632 0.820 -0.5830
As -0.663 -4.463 -0.896 -1.270 -1.790 -1.411 1.1424
O 0.558 -5.516 -1.135 -0.732 1.121 0.761 -0.7230
O -0.117 -2.831 -0.409 -0.123 1.178 0.861 -0.4744
C -2.130 -4.235 -2.169 1.356 1.320 -0.896 -0.4953
C -3.160 -5.121 -2.089 -0.510 -0.912 0.070 -0.5587
C -4.296 -4.958 -2.868 0.669 0.642 -0.106 -0.6528
C -4.350 -3.940 -3.848 0.251 -1.208 0.138 -0.6150
C -3.210 -3.165 -4.124 -0.180 -0.591 1.709 -0.7461
C -2.154 -3.275 -3.180 -0.594 0.674 -0.342 0.6538
S -0.769 -2.199 -3.398 -0.143 -2.244 -3.022 1.4327
O 0.365 -3.066 -3.196 0.680 0.124 0.628 -0.6759
O -0.949 -1.646 -4.707 0.301 0.607 0.476 -0.7130
O -0.737 -1.114 -2.372 0.246 1.908 3.311 -0.4910
H -1.723 -4.767 1.212 0.051 -0.256 -0.198 0.3273
H -3.048 -5.991 -1.459 -0.368 0.058 0.218 0.5262
H -5.063 -5.688 -2.648 -0.452 0.268 -0.558 0.4137
H -5.256 -3.921 -4.446 0.250 0.362 -0.157 0.4165
H -3.122 -2.499 -4.977 -0.114 -0.011 0.310 0.5374
N 0.206 1.173 -0.868 -0.678 1.098 -0.062 -0.5129
C -0.262 2.227 -1.135 -0.285 -1.416 0.200 0.4011
N -0.904 3.310 -1.415 -0.476 -0.989 0.212 0.1693
C -0.156 4.509 -1.793 0.906 -0.073 -1.244 -0.5334
C -1.080 5.593 -2.300 0.449 1.852 0.885 -0.8643
C -2.271 5.855 -1.332 0.488 -1.511 -0.357 -0.6551
C -2.996 4.491 -0.954 -0.345 0.388 0.387 -0.5227
C -2.421 3.277 -1.677 1.049 -0.116 -0.027 -0.4909
H 0.504 4.216 -2.630 0.034 0.208 0.427 0.3655
H 0.465 4.797 -0.946 -0.129 0.309 0.014 0.3868
H -1.385 5.445 -3.343 -0.166 -0.330 0.377 0.3637
H -0.470 6.546 -2.350 -0.546 -1.029 0.060 0.3863
H -2.888 6.566 -1.849 -0.736 0.125 0.022 0.3320
H -1.952 6.318 -0.396 0.224 0.033 -0.239 0.3267
H -4.084 4.563 -1.142 0.528 -0.137 0.015 0.3897
H -2.873 4.304 0.129 -0.159 0.169 -0.451 0.1779
H -2.490 3.399 -2.768 -0.280 -0.365 0.297 0.3066
H -2.761 2.261 -1.343 0.019 1.161 -0.297 0.3323
```
Forces are in eV/Å.

Charge: +2
Calculated total energy in hartree: -6411.07738
Energy relative to the best compared isomer or geometry (same formula, charge and spin) in kJ/mol: 0.0

---

No. 4
# C3H6ClN

An isolated molecule of C3H6ClN (ωB97M-V/def2-TZVPD, the Open Molecules 2025 dataset).

The geometry in XYZ format:
```
11
Properties=species:S:1:pos:R:3:forces:R:3:nbo_charge:R:1
Cl 2.317 0.208 -0.292 2.153 0.142 -0.401 -0.0659
C 0.847 -0.180 0.550 -0.100 0.523 2.494 -0.0600
C -0.144 0.895 0.145 -1.517 -0.714 2.396 -0.4368
C -0.832 -0.065 -0.773 0.351 -2.893 2.997 -0.1949
N 0.204 -1.232 -0.135 -4.301 -1.430 -0.780 -0.6401
H 1.073 -0.369 1.656 -0.210 0.427 -1.535 0.2060
H 0.280 1.711 -0.315 0.831 2.104 -0.671 0.2190
H -0.863 1.163 0.970 0.952 0.058 -0.687 0.2053
H -1.883 -0.137 -0.479 0.193 -0.633 -0.408 0.1918
H -0.705 0.011 -1.795 0.381 0.110 -1.999 0.1990
H -0.293 -2.005 0.468 1.267 2.305 -1.406 0.3767
```
Forces are in eV/Å.

Calculated total energy in hartree: -632.78257
Structure (SMILES): Cl[C@H]1CCN1
Energy relative to the best compared isomer or geometry (same formula, charge and spin) in kJ/mol: 115.9

---

No. 5
# C6H12O

A structure of composition C6H12O (ωB97M-V/def2-TZVPD, the Open Molecules 2025 dataset).

The geometry in XYZ format:
```
19
Properties=species:S:1:pos:R:3:forces:R:3:nbo_charge:R:1
C -1.016 1.443 0.984 -0.041 0.017 0.036 -0.6142
C 0.095 0.740 0.208 0.032 -0.017 0.024 -0.2120
C 0.545 1.582 -0.988 0.023 0.008 -0.054 -0.6080
C -0.369 -0.663 -0.216 0.016 0.080 0.050 -0.3726
C 0.745 -1.612 -0.617 0.036 0.047 -0.222 -0.0530
C -0.810 -1.548 0.973 -0.076 -0.061 -0.253 -0.1606
O 0.820 -2.437 0.589 0.069 0.051 0.203 -0.6184
H -1.351 0.806 1.809 0.023 0.129 -0.103 0.2372
H -0.675 2.401 1.393 -0.040 -0.137 -0.071 0.2070
H -1.875 1.647 0.330 0.121 -0.043 0.073 0.1964
H 0.952 0.611 0.889 -0.101 0.002 -0.065 0.1832
H 0.917 2.561 -0.664 -0.054 -0.166 -0.038 0.2127
H -0.297 1.762 -1.670 0.105 -0.050 0.102 0.2026
H 1.343 1.101 -1.568 -0.115 0.042 0.104 0.1994
H -1.135 -0.560 -1.001 0.090 -0.041 0.118 0.2045
H 0.459 -2.308 -1.408 0.045 0.118 0.081 0.1991
H 1.725 -1.177 -0.850 -0.168 -0.016 0.036 0.1814
H -1.406 -2.374 0.540 0.090 0.117 0.108 0.1141
H 1.334 -1.977 1.267 -0.056 -0.082 -0.128 0.5012
```
Forces are in eV/Å.

Calculated total energy in hartree: -310.89716
Energy relative to the best compared isomer or geometry (same formula, charge and spin) in kJ/mol: 425.6